[1]
Entry from the Open Molecules 2025 dataset: the molecule C7H17NO2Si (wB97M-V/def2-TZVPD).

```
28
Properties=species:S:1:pos:R:3:forces:R:3:nbo_charge:R:1
C 2.504236 1.041950 1.462553 0.74 0.38 0.02 -0.61
C 1.516807 0.707056 0.390721 -1.23 -0.68 0.49 -0.02
N 1.038358 1.886827 -0.311305 1.14 3.21 0.69 -0.87
C 0.330911 0.048058 1.105562 -0.65 -0.25 -0.95 -0.80
Si -1.196508 -0.603796 -0.056092 -2.13 -0.38 -0.90 1.54
C -1.255423 -0.286042 -2.000180 0.11 0.13 -0.16 -1.10
C -1.407006 -2.507196 -0.118347 -1.52 0.01 2.77 -1.11
C -2.820917 0.269662 0.631560 0.59 -0.63 -2.15 -1.09
C 2.160969 -0.286441 -0.574896 -1.64 1.00 -0.93 0.77
O 2.463827 -1.380823 -0.244357 0.98 -1.41 0.40 -0.58
O 2.131492 0.163594 -1.832798 0.30 -0.26 0.30 -0.67
H 2.709716 0.156770 2.078749 0.09 0.19 -0.36 0.24
H 3.466913 1.326178 0.920656 -1.07 0.48 1.42 0.23
H 1.913508 1.738184 2.118690 1.52 0.07 -0.43 0.21
H 1.261986 2.807690 0.203154 0.26 -2.02 -1.10 0.39
H 0.047967 2.000480 -0.380377 -0.79 -0.78 -0.13 0.38
H 0.077699 0.831504 1.847609 -0.69 -0.61 -0.30 0.23
H 0.796758 -0.761167 1.651811 -0.45 -0.60 0.18 0.25
H -1.264894 0.769028 -2.377707 0.04 -0.83 0.36 0.22
H -0.404845 -0.810113 -2.461505 0.11 0.38 0.15 0.24
H -2.125433 -0.836074 -2.483163 0.63 0.77 1.10 0.25
H -1.807658 -2.831472 0.939819 0.41 0.53 -1.88 0.23
H -2.006427 -3.063016 -0.886186 0.63 1.00 0.54 0.25
H -0.417742 -2.858008 -0.051238 1.46 -0.94 -0.43 0.24
H -3.320178 -0.185538 1.459021 0.40 0.15 1.23 0.24
H -2.372761 1.244014 0.703090 -0.39 0.88 1.09 0.21
H -3.679485 0.405098 -0.064646 0.91 -0.32 -0.23 0.24
H 1.658121 1.013586 -1.670196 0.22 0.54 -0.80 0.51
```
Positions in Å, forces in eV/Å.

=====

[2]
Entry from the Open Molecules 2025 dataset: a structure of composition C12H18HfN8O3S5 (wB97M-V/def2-TZVPD).

Summary:
Charge: +2

```
47
Properties=species:S:1:pos:R:3:forces:R:3:nbo_charge:R:1
Hf 0.345576 -0.249348 -0.306542 0.20 -1.30 0.80 1.82
N 0.761012 -0.325155 2.007750 -0.21 0.80 -0.10 -0.87
C 0.737420 1.083618 2.477504 0.31 0.24 0.13 -0.18
C 1.722122 1.342728 3.638471 0.04 0.00 -0.20 -0.41
C 3.225869 1.367114 3.304250 -0.16 0.15 0.00 -0.42
C 3.811581 2.658873 2.689573 -0.09 -0.38 0.10 -0.22
N 3.276210 3.892615 3.252521 -0.36 -0.18 -0.43 -0.57
C 3.818812 4.658055 4.183148 -0.06 0.19 0.21 0.68
N 4.962531 4.332479 4.784632 -0.03 -0.02 -0.07 -0.76
N 3.193927 5.781386 4.550532 0.08 -0.07 0.00 -0.76
C 0.965125 2.036187 1.282598 -0.02 0.79 1.06 0.79
O 0.843308 3.234419 1.450107 0.32 -0.25 -0.04 -0.63
O 1.267276 1.464841 0.153389 0.50 0.60 0.22 -0.81
H 0.209738 -0.912365 2.624540 -0.16 -0.11 -0.10 0.43
H 1.712073 -0.679203 2.057253 0.04 -0.19 -0.13 0.42
H -0.269356 1.302800 2.836999 -0.01 -0.05 -0.02 0.25
H 1.569648 0.528471 4.349327 -0.07 0.06 0.09 0.24
H 1.430380 2.257232 4.154696 -0.02 0.02 -0.02 0.23
H 3.467956 0.548656 2.619056 0.16 0.00 0.05 0.22
H 3.760361 1.162193 4.232442 -0.01 -0.08 0.01 0.23
H 3.626942 2.692958 1.618223 0.00 0.09 -0.03 0.23
H 4.893392 2.643330 2.815212 0.02 0.00 -0.14 0.21
H 2.394787 4.173239 2.830960 0.09 0.10 0.17 0.44
H 5.487499 3.518305 4.520762 -0.02 -0.01 0.01 0.43
H 5.377493 4.945147 5.465470 0.02 0.01 0.00 0.43
H 2.343243 6.075684 4.103941 -0.01 -0.01 -0.02 0.43
H 3.584157 6.390424 5.248362 0.00 0.01 0.02 0.43
S 2.395961 -6.926666 -2.200737 -0.05 0.14 0.09 0.09
C 1.958885 -5.454101 -1.684727 0.04 -0.11 -0.24 -0.59
S 0.311838 -5.017462 -1.286643 0.09 0.06 0.07 0.49
C 0.639275 -3.380077 -0.772410 0.57 -0.12 -0.10 -0.39
C 1.922723 -2.958683 -0.890913 -0.25 -0.42 -0.02 -0.43
S 2.543926 -1.380146 -0.463913 0.08 0.13 -0.17 -0.20
S 3.069419 -4.112766 -1.534185 -0.12 -0.03 0.07 0.48
S -0.723020 -2.469322 -0.148750 -0.29 0.07 0.20 -0.20
O 0.666816 -1.568736 -3.135208 -0.04 0.05 -1.04 -0.31
C 0.548128 -0.561653 -2.667327 0.09 -0.50 -0.20 0.50
N -3.524493 4.797068 -2.171033 0.05 -0.01 -0.06 -0.72
C -2.462469 4.016752 -2.030906 0.24 -0.01 -0.06 0.68
N -1.305423 4.353639 -2.600149 -0.05 0.02 -0.03 -0.75
N -2.616059 2.916176 -1.306073 -0.51 -0.15 0.21 -0.60
C -1.923307 1.941835 -0.953024 0.12 -0.03 0.06 0.73
N -1.395509 0.968869 -0.539452 -0.52 0.50 -0.38 -0.78
H -3.510862 5.620926 -2.748721 -0.01 0.01 0.03 0.42
H -4.398240 4.508681 -1.762665 -0.01 -0.03 0.01 0.44
H -1.216819 5.182473 -3.164368 0.01 0.00 0.00 0.43
H -0.492817 3.773890 -2.491588 0.02 -0.02 0.04 0.42
```
Positions in Å, forces in eV/Å.

=====

Calculated values (eV) of gap between HOMO and LUMO for the records, taken in order: 10.51; 5.58.